(1)
ORCA calculation (wB97M-V/def2-TZVPD) on a single C5H10O2 molecule.

Geometry (Å):
C 1.47 -1.48 1.17
O 0.75 -0.31 0.92
C 0.23 1.32 -2.00
C -0.59 0.43 -1.45
C -0.65 -0.49 0.86
C -1.20 0.58 -0.08
O -1.01 1.86 0.48
H 1.16 -2.29 0.49
H 1.33 -1.84 2.21
H 2.53 -1.26 1.00
H 0.48 2.25 -1.49
H 0.68 1.17 -2.97
H -0.84 -0.49 -1.99
H -0.90 -1.49 0.48
H -1.10 -0.37 1.85
H -2.29 0.45 -0.15
H -0.06 1.93 0.67

* net charge: 0
* HOMO-LUMO gap: 10.7 eV
* E: -346.9388 Eh
* ΔE to the lowest compared entry with this formula, charge and spin: 227.5 kJ/mol
* largest force on an atom: 0.3 eV/A
* SMILES: C=C[C@H](O)COC

Here are the natural (NBO) charges for atoms 1 to 4, given in e: -0.240, -0.555, -0.391, -0.202

***

(2)
ORCA calculation (wB97M-V/def2-TZVPD) on a molecular structure, C17H18BN7O4V in a non-equilibrium geometry.

Geometry (Å):
H -0.41 2.59 0.41
N -0.07 1.39 -1.32
B 0.54 0.54 -3.64
N 0.46 1.64 -2.57
C 0.82 2.93 -2.62
V -1.02 -0.55 -0.92
H 1.21 3.31 -3.54
C 0.52 3.53 -1.41
H 0.67 4.54 -1.13
C -0.05 2.54 -0.60
H 0.95 0.92 -4.68
C -1.08 -2.47 -0.74
H -1.68 -2.34 0.19
H -0.29 -3.15 -0.40
H -1.74 -3.03 -1.42
N -0.90 -0.04 -3.73
N 1.45 -0.54 -3.01
N -1.57 -0.54 -2.60
N 1.08 -1.13 -1.83
C -1.75 -0.11 -4.75
C 2.63 -1.03 -3.41
H -1.39 0.31 -5.69
H 3.07 -0.68 -4.34
C -2.96 -0.66 -4.34
C 3.06 -1.97 -2.48
C -2.84 -0.94 -3.00
C 2.04 -2.01 -1.50
H -3.83 -0.82 -4.96
H 3.97 -2.52 -2.50
H -3.49 -1.42 -2.24
H 2.03 -2.59 -0.59
H -1.80 0.77 -0.67
O 0.52 -0.86 1.14
C -0.14 -0.05 1.89
O -1.14 0.64 1.52
C 0.19 0.13 3.36
C -0.33 1.28 4.01
C -0.26 1.40 5.39
C 0.31 0.36 6.15
C 0.85 -0.78 5.51
C 0.79 -0.88 4.12
N 0.21 0.40 7.57
O -0.34 1.40 8.09
O 0.66 -0.56 8.24
H -0.80 2.08 3.43
H -0.66 2.28 5.90
H 1.31 -1.57 6.12
H 1.21 -1.75 3.61

* net charge: +2
* HOMO-LUMO gap (alpha / beta): 6.1 / 3.8 eV
* E: -2310.8781 Eh
* ΔE to the lowest compared entry with this formula, charge and spin: 509.6 kJ/mol
* ⟨S²⟩: 0.82
* largest force on an atom: 6.5 eV/A
* multiplicity: 2

Here are the natural (NBO) charges for atoms 1 to 4, given in e: 0.247, -0.322, 0.524, -0.305

***

(3)
ORCA calculation (wB97M-V/def2-TZVPD) on 2 unconnected molecules or ions with the total composition C5H9O in a non-equilibrium geometry.

Geometry (Å):
C -1.29 -0.37 -0.22
C 2.67 -0.03 0.19
C -2.30 0.06 0.35
C 2.90 0.22 -1.33
C -3.46 0.13 1.18
O 1.55 -0.23 0.66
H -1.07 -0.81 -1.12
H -0.17 -0.25 0.08
H 3.57 0.03 0.79
H 3.52 -0.60 -1.75
H 1.92 0.25 -1.77
H 3.45 1.12 -1.23
H -3.93 1.14 1.19
H -4.20 -0.45 0.77
H -3.17 -0.22 2.23

* net charge: +1
* HOMO-LUMO gap: 7.8 eV
* E: -270.7471 Eh
* ΔE to the lowest compared entry with this formula, charge and spin: 235.3 kJ/mol
* largest force on an atom: 4.1 eV/A

Here are the natural (NBO) charges for atoms 1 to 4, given in e: -0.564, 0.497, 0.560, -0.706

***

(4)
ORCA calculation (wB97M-V/def2-TZVPD) on a single C5H8O2 molecule.

Geometry (Å):
C -1.46 -0.60 -0.17
C -0.35 0.45 -0.15
O -0.84 1.75 -0.30
C 0.60 0.32 1.06
C 1.58 -0.53 0.22
C 0.86 0.02 -1.02
O 1.17 0.19 -2.16
H -2.26 -0.30 0.52
H -1.88 -0.73 -1.17
H -1.08 -1.58 0.15
H -1.60 1.74 -0.89
H 1.01 1.31 1.28
H 0.18 -0.11 1.98
H 2.64 -0.32 0.31
H 1.42 -1.61 0.32

* net charge: 0
* HOMO-LUMO gap: 10.1 eV
* E: -345.7674 Eh
* ΔE to the lowest compared entry with this formula, charge and spin: 98.7 kJ/mol
* largest force on an atom: 0.7 eV/A
* SMILES: C[C@@]1(O)CCC1=O

Here are the natural (NBO) charges for atoms 1 to 4, given in e: -0.637, 0.145, -0.692, -0.413

***

(5)
ORCA calculation (wB97M-V/def2-TZVPD) on 5 unconnected molecules or ions with the total composition C22H56BFN2O8S in a non-equilibrium geometry.

Geometry (Å):
C 8.07 -1.31 0.84
O 7.60 -0.06 1.29
C 7.02 0.73 0.28
C 5.60 0.31 -0.05
C 4.65 0.50 1.15
C 3.26 1.04 0.79
C 2.12 0.06 1.05
N 1.99 -0.91 -0.09
B 2.49 -2.29 0.30
N 3.43 -2.93 -0.57
O 2.03 -2.87 1.44
S 0.55 -1.00 -0.84
O -0.19 -2.16 -0.47
O 0.74 -0.82 -2.24
F -0.25 0.23 -0.35
H 8.65 -1.21 -0.08
H 8.70 -1.73 1.62
H 7.24 -2.01 0.67
H 7.65 0.71 -0.62
H 7.03 1.75 0.65
H 5.26 0.90 -0.90
H 5.61 -0.72 -0.38
H 5.13 1.14 1.88
H 4.52 -0.46 1.65
H 3.24 1.24 -0.29
H 3.05 1.99 1.27
H 2.30 -0.49 1.96
H 1.20 0.62 1.20
H 4.29 -3.24 -0.13
H 3.70 -2.30 -1.33
H 2.70 -3.33 1.94
C -2.22 -0.29 5.74
C -1.51 0.47 4.63
O -0.60 -0.32 3.88
C -1.16 -1.44 3.21
C -2.24 -1.08 2.20
H -1.49 -0.74 6.42
H -2.85 0.39 6.31
H -2.85 -1.09 5.35
H -0.90 1.26 5.06
H -2.24 0.95 3.97
H -1.53 -2.18 3.93
H -0.32 -1.91 2.69
H -3.11 -0.62 2.67
H -2.58 -1.98 1.68
H -1.85 -0.38 1.47
C -8.52 -0.78 1.13
C -7.88 -0.22 2.39
O -7.90 -1.11 3.49
C -7.23 -2.35 3.30
C -5.75 -2.21 2.99
H -9.55 -1.07 1.32
H -8.51 -0.02 0.34
H -7.98 -1.65 0.74
H -8.43 0.65 2.72
H -6.85 0.11 2.18
H -7.73 -2.95 2.53
H -7.36 -2.88 4.25
H -5.57 -1.69 2.05
H -5.29 -3.19 2.92
H -5.25 -1.64 3.78
C 1.37 -1.77 -5.33
C 1.27 -0.45 -6.06
O 1.40 -0.54 -7.47
C 0.44 -1.34 -8.13
C -0.99 -0.87 -7.94
H 2.31 -2.27 -5.56
H 1.31 -1.60 -4.25
H 0.56 -2.45 -5.60
H 2.09 0.21 -5.75
H 0.34 0.07 -5.80
H 0.54 -2.39 -7.83
H 0.70 -1.29 -9.18
H -1.31 -0.92 -6.90
H -1.67 -1.50 -8.52
H -1.11 0.16 -8.28
C -0.36 4.76 1.48
C 0.37 5.46 0.35
O 1.28 4.62 -0.36
C 0.71 3.49 -0.99
C -0.34 3.81 -2.03
H 0.35 4.33 2.19
H -0.99 5.47 2.01
H -1.00 3.95 1.12
H 0.99 6.26 0.75
H -0.34 5.92 -0.34
H 0.30 2.80 -0.23
H 1.54 2.98 -1.46
H -1.21 4.31 -1.61
H -0.69 2.89 -2.51
H 0.07 4.46 -2.80

* net charge: 0
* HOMO-LUMO gap: 9.5 eV
* E: -2106.1645 Eh
* largest force on an atom: 2.4 eV/A
* SMILES: COCCCCCN(B(N)O)S(=O)(=O)F.CCOCC.CCOCC.CCOCC.CCOCC

Here are the Löwdin charges for atoms 1 to 4, given in e: -0.112, -0.184, -0.242, -0.176

***

(6)
ORCA calculation (wB97M-V/def2-TZVPD) on 8 unconnected molecules or ions with the total composition C18H52N11O9 in a non-equilibrium geometry.

Geometry (Å):
C -0.27 -0.14 0.10
C -1.35 0.79 -0.44
O -1.38 0.94 -1.70
O -2.18 1.31 0.34
H -0.73 -1.00 0.58
H 0.43 0.35 0.78
H 0.34 -0.51 -0.73
C -3.30 -2.18 1.52
C -3.51 -1.26 2.76
C -2.21 -0.72 3.33
O -2.34 -0.04 4.60
C -2.54 -0.92 5.66
N -4.16 -0.04 2.20
H -2.53 -2.93 1.71
H -3.08 -1.59 0.63
H -4.26 -2.68 1.38
H -4.12 -1.70 3.55
H -1.67 -0.04 2.67
H -1.45 -1.47 3.57
H -1.64 -1.52 5.86
H -3.39 -1.59 5.50
H -2.75 -0.40 6.60
H -3.48 0.51 1.68
H -4.85 -0.45 1.58
C 1.97 -4.89 -5.29
C 3.08 -4.49 -4.30
C 2.68 -4.70 -2.83
O 1.41 -4.23 -2.45
C 1.17 -2.87 -2.74
N 4.28 -5.32 -4.55
H 1.97 -5.94 -5.59
H 2.09 -4.31 -6.21
H 1.02 -4.53 -4.90
H 3.32 -3.45 -4.52
H 3.51 -4.31 -2.24
H 2.74 -5.77 -2.62
H 1.80 -2.12 -2.24
H 0.22 -2.60 -2.28
H 1.18 -2.64 -3.80
H 4.28 -6.13 -3.94
H 4.25 -5.74 -5.47
C 2.06 1.04 3.40
C 3.51 0.78 3.11
C 4.30 0.18 4.24
O 5.70 0.24 3.95
C 6.40 -0.20 5.09
N 3.57 0.06 1.84
H 1.92 1.66 4.29
H 1.28 0.27 3.40
H 1.67 1.67 2.59
H 4.01 1.77 3.07
H 4.01 -0.87 4.37
H 4.12 0.72 5.17
H 6.50 0.52 5.91
H 7.45 -0.45 4.91
H 6.00 -1.12 5.52
H 4.55 -0.18 1.70
H 3.28 0.64 1.07
C -3.75 1.91 -4.58
O -4.59 1.78 -5.47
N -3.86 1.51 -3.28
N -2.47 2.34 -4.87
H -4.61 0.87 -3.09
H -3.00 1.41 -2.76
H -2.35 2.60 -5.83
H -1.83 2.33 -4.10
C -4.64 4.37 0.38
O -5.28 5.34 0.78
N -4.15 3.45 1.24
N -4.68 3.92 -0.93
H -3.78 2.58 0.88
H -3.98 3.70 2.19
H -4.84 4.53 -1.70
H -4.30 2.99 -0.98
C 0.51 4.01 1.15
O 1.05 3.48 0.18
N -0.65 3.62 1.76
N 0.95 5.22 1.59
H -1.20 2.92 1.28
H -0.70 3.79 2.74
H 1.83 5.57 1.26
H 0.55 5.64 2.41
C 1.01 0.61 -4.35
O 1.82 0.81 -5.26
N -0.04 -0.26 -4.38
N 0.97 1.37 -3.23
H 0.02 -0.98 -5.08
H -0.73 -0.27 -3.64
H 1.66 2.09 -3.12
H 0.22 1.31 -2.54

* net charge: -1
* HOMO-LUMO gap: 9.0 eV
* E: -1996.6907 Eh
* ΔE to the lowest compared entry with this formula, charge and spin: 137.7 kJ/mol
* largest force on an atom: 3.1 eV/A

Here are the Löwdin charges for atoms 1 to 4, given in e: 0.009, -0.680, -0.096, -0.082